<w>
Below is C2H6N2S in the gas phase, with properties calculated with wB97M-V/def2-TZVPD.

Last column: natural (NBO) charge in e.
Element x y z (Å)
C (-0.362, 2.001, 1.609)  -0.429
C (-0.848, 0.009, 0.501)  0.257
H (-1.179, 1.779, 2.296)  0.169
H (-0.706, 2.944, 1.139)  0.197
H (0.526, 2.212, 2.187)  0.201
H (-1.846, -0.176, 0.995)  0.154
H (-0.982, -1.856, -0.123)  0.385
H (1.661, -0.818, -0.203)  0.099
N (-0.075, 1.013, 0.587)  -0.482
N (-0.620, -0.982, -0.434)  -0.737
S (0.916, -1.022, -1.251)  0.186

For the HOMO energy, the calculation gives -8.85 eV. As for the structure (SMILES): C/N=C/NS. As for the LUMO energy: 0.0335 Eh. Its net charge is 0. The calculation puts the HOMO-LUMO gap at 9.761 eV.

<x>
Below is C2H6N2S in the gas phase, with properties calculated with wB97M-V/def2-TZVPD.

Last column: natural (NBO) charge in e.
Element x y z (Å)
C (0.232, -1.454, 0.118)  -0.679
C (0.148, -0.309, -0.745)  0.163
H (-0.603, -1.608, 0.912)  0.229
H (0.269, -2.352, -0.448)  0.251
H (1.267, -1.213, 0.679)  0.243
H (0.333, 1.662, -0.930)  0.384
H (-0.004, 1.870, 1.286)  0.350
H (-1.597, 1.884, 0.839)  0.368
N (-0.115, 0.843, -0.301)  -0.405
N (-0.662, 1.298, 0.904)  -0.637
S (0.732, -0.621, -2.314)  -0.267

For the HOMO energy, the calculation gives -7.97 eV. As for the structure (SMILES): CC(=S)NN. As for the LUMO energy: 0.0145 Eh. Its net charge is 0. The calculation puts the HOMO-LUMO gap at 8.365 eV.

Which one is most stable, and which one is least stable? <w> is the most stable of them, while <x> is the least stable.

<w>
Below is C2H6N2S in the gas phase, with properties calculated with wB97M-V/def2-TZVPD.

Last column: natural (NBO) charge in e.
Element x y z (Å)
C (-0.648, 0.677, 0.357)  0.101
C (0.709, 0.913, -0.170)  -0.551
H (-3.499, -0.173, -0.334)  0.365
H (-2.526, -1.514, 0.061)  0.369
H (-0.872, 0.838, 1.492)  0.155
H (1.195, 1.811, 0.228)  0.226
H (0.598, 1.102, -1.237)  0.246
H (2.297, -0.336, 1.207)  0.115
N (-2.608, -0.552, 0.129)  -0.711
N (-1.509, 0.108, -0.379)  -0.286
S (1.954, -0.510, -0.050)  -0.030

For the HOMO energy, the calculation gives -8.28 eV. As for the structure (SMILES): N/N=C/CS. As for the LUMO energy: 0.0252 Eh. Its net charge is 0. The calculation puts the HOMO-LUMO gap at 8.969 eV.

<x>
Below is a 3-piece molecular cluster, C2H6N2S overall, with properties calculated with wB97M-V/def2-TZVPD.

Last column: natural (NBO) charge in e.
Element x y z (Å)
C (0.468, 0.230, 0.030)  -0.017
C (0.557, -1.250, 0.665)  -0.554
H (-1.678, 1.449, -2.228)  0.333
H (0.433, 2.443, -1.160)  0.181
H (0.532, 1.003, 0.783)  0.196
H (1.482, -1.351, 1.084)  0.209
H (0.387, -1.979, -0.152)  0.241
H (-0.867, -0.428, 2.452)  0.118
N (-0.202, 1.288, -2.019)  -0.466
N (-0.264, 0.222, -1.206)  -0.217
S (-0.848, -1.627, 1.753)  -0.025

For the HOMO energy, the calculation gives -8.71 eV. As for the LUMO energy: -0.0172 Eh. Its net charge is 0. The calculation puts the HOMO-LUMO gap at 8.244 eV.

Which one is most stable, and which one is least stable? <w> is the most stable of them, while <x> is the least stable.

<w>
Below is a 2-piece molecular cluster, C3H10N3O overall, with properties calculated with wB97M-V/def2-TZVPD.

Last column: natural (NBO) charge in e.
Element x y z (Å)
C (-1.180, 0.266, 0.049)  0.553
C (0.244, 0.617, 0.507)  0.515
C (-1.545, -1.136, 0.473)  -0.750
N (0.840, -0.302, -1.549)  -1.060
N (0.675, 1.916, 0.217)  -0.750
N (0.963, -0.249, 1.234)  -0.753
O (-1.771, 0.939, -0.727)  -0.455
H (-2.613, -1.384, 0.247)  0.282
H (-1.449, -1.122, 1.591)  0.230
H (-0.975, -1.976, 0.272)  0.253
H (1.627, 0.342, -1.683)  0.400
H (1.017, -1.354, -1.571)  0.403
H (1.504, 2.326, 0.458)  0.411
H (0.155, 2.515, -0.438)  0.441
H (0.520, -1.146, 1.646)  0.450
H (0.021, -0.121, -2.115)  0.397
H (1.966, -0.131, 1.388)  0.432

For the HOMO energy, the calculation gives -14.37 eV. As for the LUMO energy: -0.1714 Eh. Its net charge is +1. The calculation puts the HOMO-LUMO gap at 9.705 eV.

<x>
Below is an isolated ion of composition C3H10N3O and charge +1, with properties calculated with wB97M-V/def2-TZVPD.

Last column: natural (NBO) charge in e.
Element x y z (Å)
C (0.693, 0.990, -0.360)  0.644
C (-0.679, -1.685, 1.113)  -0.627
C (-1.246, -0.339, 0.545)  -0.263
N (0.853, 1.590, 0.742)  -0.755
N (-0.314, 0.086, -0.472)  -0.108
N (1.338, 1.180, -1.487)  -0.754
O (-0.571, -0.518, -1.611)  -0.525
H (-0.052, -1.586, 2.017)  0.232
H (-1.318, -2.600, 1.247)  0.256
H (0.169, -1.915, 0.306)  0.179
H (-2.273, -0.524, -0.042)  0.260
H (-1.439, 0.380, 1.378)  0.219
H (0.176, 1.739, 1.514)  0.455
H (1.641, 2.298, 0.723)  0.431
H (2.136, 1.759, -1.717)  0.440
H (1.037, 0.545, -2.167)  0.425
H (-0.152, -1.400, -1.729)  0.493

For the HOMO energy, the calculation gives -14.14 eV. As for the structure (SMILES): CCN(O)C(N)=[NH2+]. As for the LUMO energy: -0.1140 Eh. Its net charge is +1. The calculation puts the HOMO-LUMO gap at 11.039 eV.

<y>
Below is a 2-piece molecular cluster, C3H10N3O overall, with properties calculated with wB97M-V/def2-TZVPD.

Last column: natural (NBO) charge in e.
Element x y z (Å)
O (-2.895, 0.813, 0.417)  -0.482
C (-2.016, 0.417, 1.157)  0.423
C (-0.581, 0.946, 1.057)  -0.338
N (-0.383, 1.475, -0.322)  -0.714
H (-2.164, -0.299, 1.975)  0.157
H (-0.491, 1.759, 1.758)  0.254
H (0.169, 0.142, 1.194)  0.247
H (0.392, 2.130, -0.375)  0.430
H (-0.184, 0.639, -0.949)  0.470
H (-1.234, 1.965, -0.622)  0.450
N (2.270, -1.062, -0.320)  -0.797
C (1.069, -1.634, -0.619)  0.323
N (0.143, -0.984, -1.315)  -0.825
H (2.560, -0.329, -0.953)  0.401
H (3.038, -1.689, -0.137)  0.416
H (0.870, -2.667, -0.281)  0.197
H (-0.562, -1.622, -1.665)  0.387

For the HOMO energy, the calculation gives -13.97 eV. As for the LUMO energy: -0.1214 Eh. Its net charge is +1. The calculation puts the HOMO-LUMO gap at 10.663 eV.

Which one is most stable, and which one is least stable? <y> is the most stable of them, while <x> is the least stable.

<w>
Below is C19H23ClN2O5 in the gas phase, with properties calculated with wB97M-V/def2-TZVPD.

Last column: natural (NBO) charge in e.
Element x y z (Å)
C (0.099, 6.879, -1.155)  -0.253
H (-0.271, 6.472, -2.101)  0.177
O (0.153, 5.891, -0.153)  -0.489
C (0.965, 4.818, -0.342)  0.279
C (1.754, 4.609, -1.469)  -0.269
C (2.543, 3.476, -1.551)  -0.067
C (2.578, 2.526, -0.530)  0.242
C (1.785, 2.747, 0.590)  -0.270
C (0.992, 3.874, 0.681)  -0.228
H (0.379, 4.040, 1.552)  0.227
H (1.776, 2.046, 1.409)  0.228
O (3.408, 1.455, -0.724)  -0.474
C (3.448, 0.446, 0.254)  -0.114
C (2.160, -0.306, 0.356)  0.279
C (1.322, -0.820, -0.590)  -0.307
C (0.266, -1.392, 0.168)  0.056
N (0.489, -1.229, 1.448)  -0.122
O (1.654, -0.556, 1.577)  -0.267
C (-0.849, -2.185, -0.424)  0.651
O (-0.600, -2.919, -1.368)  -0.621
N (-2.083, -2.049, 0.095)  -0.410
C (-2.454, -1.172, 1.181)  -0.437
H (-3.214, -1.673, 1.778)  0.234
H (-1.592, -0.952, 1.803)  0.241
H (-2.874, -0.240, 0.788)  0.188
C (-3.157, -2.817, -0.496)  -0.239
H (-2.802, -3.182, -1.462)  0.248
H (-4.023, -2.165, -0.638)  0.208
C (-3.584, -4.019, 0.359)  0.098
C (-2.389, -4.823, 0.878)  -0.438
C (-2.886, -5.986, 1.733)  -0.394
C (-3.783, -5.438, 2.840)  -0.428
C (-4.897, -4.598, 2.216)  -0.060
O (-4.386, -3.545, 1.430)  -0.548
H (-5.510, -4.120, 2.984)  0.193
H (-5.541, -5.242, 1.596)  0.157
H (-4.223, -6.248, 3.424)  0.211
H (-3.194, -4.807, 3.509)  0.203
H (-2.041, -6.528, 2.161)  0.212
H (-3.455, -6.682, 1.112)  0.194
H (-1.800, -5.178, 0.032)  0.228
H (-1.759, -4.171, 1.486)  0.208
H (-4.207, -4.676, -0.275)  0.168
H (1.421, -0.805, -1.654)  0.255
H (3.713, 0.848, 1.242)  0.199
H (4.245, -0.227, -0.079)  0.226
Cl (3.517, 3.224, -2.951)  0.021
H (1.772, 5.306, -2.290)  0.228
H (-0.598, 7.630, -0.789)  0.203
H (1.078, 7.342, -1.315)  0.177

For the HOMO energy, the calculation gives -8.26 eV. As for the structure (SMILES): COc1ccc(OCc2cc(C(=O)N(C)C[C@H]3CCCCO3)no2)c(Cl)c1. As for the LUMO energy: 0.0261 Eh. Its net charge is 0. The calculation puts the HOMO-LUMO gap at 8.973 eV.

<x>
Below is C19H23ClN2O5 as an isolated structure, with properties calculated with wB97M-V/def2-TZVPD.

Last column: natural (NBO) charge in e.
Element x y z (Å)
C (3.393, -3.403, 1.843)  -0.590
H (4.233, -3.352, 2.418)  0.208
H (3.538, -3.252, 0.756)  0.208
H (3.075, -4.501, 1.793)  0.197
C (1.938, -2.630, 2.426)  -0.351
C (0.886, -2.739, 1.674)  -0.146
C (0.013, -3.544, 2.159)  -0.230
C (-1.304, -4.052, 1.198)  0.789
O (-2.127, -4.809, 1.519)  -0.565
O (-1.458, -3.333, 0.169)  -0.500
C (-0.363, -2.438, -0.447)  0.425
C (-0.806, -1.744, -1.669)  -0.341
C (-0.160, -0.782, -1.987)  0.341
C (1.317, -0.542, -1.349)  -0.076
C (1.417, -1.198, -0.228)  -0.225
C (0.738, -2.012, 0.444)  -0.140
H (2.357, -0.857, 0.496)  0.211
Cl (2.406, 0.784, -1.776)  0.047
O (-0.391, -0.417, -3.233)  -0.506
C (0.436, 0.676, -3.975)  -0.155
C (0.361, 2.070, -3.545)  0.616
O (1.388, 2.974, -3.975)  -0.684
N (-0.337, 2.331, -2.535)  -0.603
H (-0.857, 1.712, -2.054)  0.418
C (-0.476, 3.424, -1.992)  -0.181
H (0.320, 4.151, -2.188)  0.248
C (-0.161, 3.357, -0.182)  -0.216
N (-0.784, 2.148, 0.188)  -0.510
C (-0.204, 1.751, 1.485)  -0.286
C (-1.137, 0.508, 2.018)  -0.077
H (-0.701, -0.036, 2.745)  0.196
O (-2.544, 0.955, 2.198)  -0.506
C (-2.998, 1.549, 1.171)  -0.021
C (-2.299, 2.810, 0.700)  -0.213
H (-2.722, 3.240, -0.200)  0.206
H (-1.955, 3.416, 1.366)  0.175
H (-4.134, 1.847, 1.409)  0.163
H (-2.970, 0.939, 0.505)  0.142
H (-1.198, -0.261, 1.116)  0.156
H (0.870, 1.300, 1.067)  0.220
H (-0.054, 2.376, 2.445)  0.212
H (1.222, 3.096, -0.262)  0.150
H (-0.067, 4.337, 0.278)  0.207
H (-1.485, 4.170, -1.725)  0.184
H (1.315, 0.286, -4.365)  0.242
H (-0.303, 0.559, -4.825)  0.242
H (-1.764, -1.997, -1.888)  0.257
H (0.023, -4.330, 3.129)  0.245
H (2.018, -3.077, 3.320)  0.230
H (2.495, -1.458, 2.363)  0.187

For the HOMO energy, the calculation gives -8.67 eV. As for the LUMO energy: -0.0191 Eh. Its net charge is 0. The calculation puts the HOMO-LUMO gap at 8.151 eV.

Which one is most stable, and which one is least stable? <w> is the most stable of them, while <x> is the least stable.